# 1
Formula: C57H60F15Ge2N4P3PdS
Source: the Open Molecules 2025 dataset
Level of theory: wB97M-V/def2-TZVPD

Its multiplicity is 2. The value obtained for the LUMO energy (alpha / beta) is 0.078 / 0.078 Eh. The expectation value of S² is 0.75. Its total energy is -9629.18076 a.u. The value obtained for the orbital gap (alpha / beta) is 5.282 / 7.002 eV. The net charge is -1.

Element x y z (Å)
1 H 1.7926 -2.8963 -3.9513
2 C 2.5045 -0.5019 3.5381
3 H -3.6471 4.4646 0.4971
4 H -0.8110 1.9362 2.6900
5 H -1.0957 -1.0454 -5.0838
6 H -2.5254 0.7788 4.6068
7 F 5.7583 6.7199 -1.0299
8 C -1.5275 3.8932 0.5052
9 Pd -0.2442 -0.1748 0.1385
10 H -3.0736 4.0491 -1.8688
11 H 0.2700 -3.7447 -3.6564
12 F 6.5819 0.2305 -5.7582
13 H -0.5231 2.1295 4.4278
14 C 1.5489 -1.6199 3.1255
15 F 4.7783 2.2283 -5.3538
16 C 0.9773 -2.5873 -1.9419
17 H 2.0542 0.9269 -4.3647
18 H -1.2166 -2.6592 3.5712
19 H -2.5197 -0.9568 4.3191
20 C 5.2107 4.4667 -0.5308
21 F 3.1037 3.1357 2.0486
22 H -8.3248 -1.0548 -1.9000
23 H -0.5563 -3.8607 -1.0590
24 H -1.9979 1.1876 -2.1224
25 H -0.4534 3.9877 2.3973
26 H -5.0032 -3.7226 5.3309
27 H -5.7400 2.0053 -0.4313
28 H 2.5355 -2.0380 1.2516
29 C -0.5872 2.7811 -2.3893
30 C 6.1976 0.5477 -4.5156
31 C -4.2289 -3.4841 -0.4597
32 C -4.7102 -2.5661 1.7026
33 C -3.3188 1.5917 0.6636
34 H 1.9363 -2.1617 -1.6166
35 N -4.4759 -2.3009 0.3141
36 C 0.4378 -3.4721 -0.8193
37 P -1.6152 2.0575 0.0519
38 H -0.2011 -0.3078 4.6647
39 C 3.7392 3.9818 1.2256
40 H -5.0293 -6.7334 -0.8913
41 H 2.1849 0.4618 -2.6611
42 C -1.7676 -1.7259 -2.5719
43 C -1.0846 -2.4683 2.5047
44 H -3.1009 3.0912 -3.3407
45 C 4.5277 3.5069 0.1905
46 H 3.1753 -2.9431 2.6275
47 H 1.2332 -2.1651 4.0273
48 C -4.9874 -0.0052 -0.1384
49 H 0.5858 3.6490 1.0192
50 H -0.3769 3.7927 -2.0364
51 N -3.7391 0.2266 0.3937
52 C -6.5284 -1.7330 -0.9266
53 H 0.3690 -2.9177 0.1188
54 H -6.8337 -2.5927 1.6296
55 C 3.5818 5.3326 1.4961
56 H -5.5170 -4.8002 0.6062
57 H 0.2953 -0.2506 -5.8032
58 H -2.3532 -4.2992 -3.1600
59 C 5.2846 1.5687 -4.3064
60 H 2.4786 -0.7263 -3.9320
61 F 7.1320 3.0185 1.1691
62 F 5.0056 -1.1993 1.3048
63 F 6.0948 4.1056 -1.4757
64 C 4.2502 6.2615 0.7185
65 C -3.6689 -3.1694 3.7646
66 C -0.6753 0.0825 3.7541
67 C -4.9301 -3.3784 4.3064
68 H -7.0589 -3.2946 4.0165
69 C -3.2789 -3.2925 -1.4826
70 C 4.9016 1.8761 -3.0124
71 C 5.0798 5.8256 -0.2996
72 F 2.8027 5.7470 2.5041
73 C -3.5225 -2.7024 2.4498
74 Ge 4.5719 1.5347 -0.1179
75 H -6.7382 -2.7885 -1.0486
76 S 2.6434 0.7020 -0.0802
77 Ge -2.4232 -1.1975 0.2355
78 N -2.3594 -2.3459 1.8152
79 H 1.7602 -4.3272 -2.9348
80 C 1.2083 -3.4228 -3.1994
81 H -2.1971 -0.9307 -3.1967
82 C 5.9430 0.9676 1.2036
83 C -7.1041 0.5646 -1.1851
84 H 2.0883 0.1260 4.3254
85 C -0.0201 -0.9041 -4.9860
86 C -5.9587 -2.7504 2.2477
87 H -1.3776 4.3791 -0.4623
88 C -0.2890 4.2151 1.3454
89 F 8.6649 -0.3107 4.0730
90 H 0.2773 2.1643 -2.1331
91 C 7.8787 1.3718 2.6209
92 C -3.0447 -4.3793 -2.3343
93 F 4.1135 7.5701 0.9615
94 C 6.2857 0.1919 -2.1541
95 C -2.1900 -0.0014 3.9190
96 P -0.0117 -0.9528 2.3644
97 H -4.0295 2.5619 -1.9481
98 C -6.0828 -3.1474 3.5763
99 C -2.7685 4.5175 1.1399
100 H -1.6082 -2.5705 -3.2423
101 C 6.7019 -0.1490 -3.4324
102 H 2.7507 0.1275 2.6798
103 F 6.7927 -0.5414 -1.1460
104 C -3.6812 -5.5945 -2.1169
105 H -0.2018 0.6815 -3.6019
106 H -2.5771 5.5728 1.3493
107 C 6.9637 1.7787 1.6611
108 C -4.8319 -4.6971 -0.2253
109 H -3.3182 1.7922 1.7416
110 H -3.4685 -6.4189 -2.7864
111 C -5.3704 -1.3546 -0.2885
112 C -7.4120 -0.7674 -1.3978
113 C -0.2677 1.5342 3.5477
114 H 0.7923 1.6656 3.3306
115 F 3.9724 2.8358 -2.8738
116 C 5.3968 1.2162 -1.8995
117 H 1.6490 -3.4300 1.8939
118 H 0.4617 -1.8673 -5.1413
119 F 7.5767 -1.1435 -3.6305
120 H -2.7093 0.1459 2.9723
121 C -1.8781 2.2271 -1.7856
122 H -0.0555 5.2801 1.2760
123 P -0.0930 -1.0844 -2.0679
124 H 3.4319 -0.9387 3.9197
125 F 6.7185 -2.0013 3.1887
126 C 7.7894 0.0967 3.1487
127 H -3.0179 4.0431 2.0901
128 C 2.2592 -2.5690 2.1659
129 C -5.9229 0.9500 -0.5656
130 F 8.8507 2.1952 3.0367
131 C 0.3731 -0.2460 -3.6610
132 H -0.5081 -3.3108 2.1078
133 C 6.7963 -0.7592 2.7004
134 C -4.5578 -5.7760 -1.0626
135 H -2.8035 -3.3618 4.3808
136 H -0.6709 2.8396 -3.4780
137 H 1.1023 -4.3262 -0.6738
138 C 1.8568 0.1286 -3.6475
139 H -4.0212 2.3007 0.2337
140 N -2.6848 -2.0544 -1.5025
141 C -3.0916 3.0259 -2.2500
142 H -7.7915 1.3349 -1.5134
143 C 5.9058 -0.3123 1.7377

# 2
Formula: C57H63ClIInN5O3S4Te
Source: the Open Molecules 2025 dataset
Level of theory: wB97M-V/def2-TZVPD

The calculation puts the relative energy (zero: lowest compared OMol25 entry of this formula, charge and spin) at 0.0 kJ/mol. Its multiplicity is 2. The value obtained for the LUMO energy (alpha / beta) is 0.125 / 0.125 Eh. The expectation value of S² is 0.77. Its total energy is -5518.17548 a.u. The value obtained for the orbital gap (alpha / beta) is 4.310 / 5.423 eV. The net charge is -2.

Element x y z (Å)
1 C -3.2742 -5.1086 1.2429
2 C -3.1312 -4.4310 0.0118
3 H 5.7543 2.0990 -1.3495
4 C 7.1717 -2.4736 -0.2727
5 C -1.4056 2.8761 6.0884
6 H 3.9571 -5.0095 -2.1440
7 I -2.3165 -2.0357 -4.1686
8 H 2.5199 0.7304 0.8137
9 S 0.9814 -3.5262 1.5012
10 C -2.6992 -3.0032 -2.3564
11 H -3.3880 1.2706 5.1112
12 H -6.5180 -1.5463 2.3974
13 C 5.2420 3.9675 -5.2820
14 H -6.0939 0.5788 3.6108
15 H -7.4297 -0.5973 -1.2161
16 N -3.9414 1.1452 -3.1281
17 H -6.0021 -1.3387 -0.4512
18 H -5.0625 -0.2503 4.7626
19 C 3.3961 -3.1727 2.6172
20 H -6.7411 -0.6255 -3.7235
21 C 3.9555 0.0974 -1.5576
22 C -2.5672 1.6170 -3.0497
23 C 5.7146 -1.4691 -2.0617
24 C -2.6785 -3.0903 0.0584
25 H 3.7176 3.4774 -6.7170
26 C -4.2070 0.0009 2.7959
27 C 5.3369 -0.8120 0.1933
28 H -0.6682 2.0700 6.1341
29 C 4.0516 3.3845 -5.6900
30 S -4.1024 1.5007 -0.4793
31 C 1.6935 -1.5984 3.3930
32 Te 2.3728 1.3776 -2.1574
33 H -4.9698 -0.7668 -3.8980
34 C 2.0974 -2.6573 2.5495
35 H -6.8459 -1.8188 4.1141
36 H -5.3413 -2.3996 3.3888
37 C -1.8026 4.3082 1.4461
38 C -2.4360 -2.3016 -1.1582
39 H 3.9254 0.5138 1.8542
40 H -3.3411 -0.6087 3.0497
41 C 5.3447 3.0823 -1.5940
42 H 4.7483 -1.5325 -4.4536
43 C 4.3864 -0.6186 -3.9792
44 C -6.3998 -0.4193 -0.8956
45 H -2.2328 -2.6133 3.2571
46 C -2.6885 1.6046 4.3384
47 C 4.8795 3.1438 -3.0244
48 H 2.9107 -3.7867 -0.2986
49 H -2.8116 3.7193 4.6767
50 N 0.9119 -0.3935 -0.5588
51 H 6.5642 4.3162 -3.6334
52 H -2.5097 2.6744 -2.7644
53 C 2.6673 -1.1055 4.2866
54 H -3.0370 -4.9684 3.3635
55 H 0.2972 2.0705 -0.0888
56 H 4.6441 -1.2361 5.0825
57 H 7.3178 -2.4085 0.8060
58 H 6.9498 -3.5146 -0.5198
59 Cl -4.0115 -6.6595 -1.3488
60 H -2.1133 1.4845 -4.0351
61 C 4.6746 -0.6534 -2.5013
62 H -0.8968 3.8153 6.3164
63 H -3.6042 -6.1388 1.2410
64 H 0.9201 -1.2429 -3.0829
65 C -4.5798 0.8450 -1.9287
66 In -0.9810 -0.0167 0.9123
67 N -5.6074 -0.0323 -2.0463
68 H -4.3518 1.6696 -5.1125
69 H -2.0185 1.0117 -2.3327
70 H 1.3889 3.1946 1.8642
71 H -5.8499 -1.9188 -2.8956
72 H 3.6676 -3.9773 1.9430
73 H -1.4936 2.4068 -0.4241
74 C 0.5049 3.8079 1.9969
75 H 5.8542 4.5190 -5.9861
76 H 8.1141 -2.2147 -0.7611
77 H 5.5815 -0.8764 1.2484
78 H -2.7047 4.0796 0.8895
79 H 1.9570 -2.4747 -4.9567
80 C 4.3167 -2.6912 3.5313
81 C 0.5084 4.8361 2.9059
82 C -3.3989 -5.0163 -1.2500
83 H 5.3143 -3.1108 3.5800
84 C -4.7328 1.8671 -4.1075
85 H 2.3749 -0.2905 4.9375
86 C -0.6162 6.7304 4.0057
87 C 2.1794 -2.7615 -3.9354
88 H 4.8771 0.2340 -4.4541
89 H 1.3936 5.0416 3.4963
90 C -2.9629 -4.4676 2.4063
91 C 6.0570 -1.5645 -0.7209
92 H -4.6846 2.9492 -3.9236
93 H -1.9198 0.8423 4.1744
94 C 3.9370 -1.6437 4.3674
95 C -2.0530 2.9331 4.7093
96 C -0.6400 2.5004 0.2359
97 H 6.2619 -2.0558 -2.7952
98 C 3.6010 0.8325 0.8660
99 H -4.4678 -0.2094 1.7566
100 C -0.6359 5.6305 3.0935
101 O 0.3640 -2.4015 0.4605
102 C 5.6413 3.8459 -3.9583
103 C 1.5981 -2.0639 -2.8884
104 C -6.0627 -1.5794 3.3906
105 S 0.0890 -0.9296 3.4377
106 C -0.6450 3.5143 1.2126
107 C 1.8396 -2.4220 -1.5628
108 O -2.0315 -1.1066 -1.0975
109 H 2.3748 2.1933 -5.0963
110 C 2.6938 -3.4958 -1.3126
111 C 3.2958 2.6676 -4.7714
112 H 3.8390 1.8944 0.7471
113 H 3.3171 -0.5240 -4.1701
114 H 6.1126 3.8340 -1.4031
115 N -0.6020 7.6230 4.7384
116 C -2.5233 -3.1330 2.3493
117 N -2.4069 -2.4702 1.2280
118 C 3.2871 -4.1855 -2.3617
119 O -4.8505 2.5668 3.1306
120 H -2.1513 2.6959 6.8687
121 H -2.6857 5.9334 2.5102
122 H 4.5064 3.2548 -0.9161
123 C -5.3894 -0.2478 3.7192
124 H -5.7767 1.5614 -4.0653
125 C 3.0294 -3.8273 -3.6775
126 C -5.8038 -0.8736 -3.2127
127 H -1.2953 3.1830 3.9659
128 C -1.7928 5.3410 2.3498
129 H 3.4775 -4.3808 -4.4950
130 S -3.6439 1.7311 2.8011
131 H -3.3723 -4.7866 -3.3561
132 C 4.2904 0.0207 -0.1971
133 C 1.1163 -1.6107 -0.5291
134 H -6.3777 0.3684 -0.1483
135 C -3.1799 -4.3166 -2.4007
136 C 3.6921 2.5232 -3.4418

# 3
Formula: C57H65FN2O10P2
Source: the Open Molecules 2025 dataset
Level of theory: wB97M-V/def2-TZVPD

As for the structure (SMILES): CCCCCCCCCCCCCCc1c(C[C@H](C)F)c(P(C)O)c(CP(=O)(O)O)c2c1C(=O)N(CCN)C2=O.O=C1c2ccccc2C(=O)c2ccccc21.O=C1c2ccccc2C(=O)c2ccccc21. The value obtained for the LUMO energy is -0.041 Eh. Its total energy is -3855.72139 a.u. The value obtained for the orbital gap is 7.467 eV. The net charge is 0.

Element x y z (Å)
1 H -8.7616 1.0204 -1.8416
2 C 10.8907 5.9906 1.2103
3 H 3.6888 -2.8775 -0.7436
4 C 8.3733 1.7440 -1.6849
5 H -0.1713 0.9088 0.1868
6 O 8.3737 -0.7233 -0.3872
7 C 11.6287 6.9408 2.0901
8 F -11.9054 1.1168 -1.1820
9 C 12.2033 8.0743 1.5295
10 C 11.8400 -0.7800 -1.3974
11 C -2.2217 0.5219 -1.2497
12 H -7.6435 -6.2075 0.1285
13 H 3.7092 -2.6615 1.6343
14 C -10.1606 -0.5464 -0.1360
15 C 9.9878 3.3221 3.7360
16 C -1.2155 -0.5985 -0.9848
17 C 12.4103 7.6233 4.2664
18 O 13.0102 0.9647 -2.4669
19 H -10.5697 2.5591 -0.8866
20 O -13.5898 -5.7590 -0.4872
21 C 3.8333 -1.7273 1.0861
22 C 10.4858 4.5002 3.1934
23 H -8.6571 -5.9642 -3.8524
24 H -12.2099 -3.5768 1.7386
25 C 11.6773 -3.2818 -0.2037
26 H -9.0836 1.2548 0.0530
27 C 12.8793 8.9757 2.3334
28 C 9.3409 2.4063 2.9235
29 H -14.0120 -1.2363 2.3977
30 C -8.2068 -5.3773 -3.0527
31 C 3.3304 -1.9349 -0.3414
32 H -7.0657 -0.1852 -0.3617
33 C 10.5605 -2.4647 -0.2382
34 H -2.3216 1.0988 -0.3320
35 H 13.4992 9.4636 4.3302
36 H 5.4706 -2.1377 3.1313
37 H 9.6260 -2.7900 0.1976
38 C 6.0818 -1.9895 2.2456
39 N -7.5891 -5.6132 -0.6822
40 C 12.9766 8.7538 3.7030
41 C 1.7867 -1.8664 -0.3918
42 H -5.7743 0.6917 -2.9879
43 O 11.2623 5.2825 5.2774
44 H 5.7548 -1.3477 0.1987
45 H -6.7115 -1.2032 -1.7437
46 O -13.3967 -1.6475 1.7842
47 C 10.3378 4.7530 1.8280
48 H -6.5065 1.8313 -1.8472
49 H 3.7005 -1.1059 -0.9444
50 H -11.6294 -2.8031 3.5255
51 C 9.6774 3.8368 1.0210
52 C -10.0556 0.8878 0.3554
53 H 9.7184 4.4218 -3.2610
54 C 11.1693 5.4798 4.0844
55 H 7.5589 3.5967 -2.3806
56 H 8.6702 1.9511 0.9368
57 C -11.1039 -2.8424 0.0558
58 H 9.5619 4.0437 -0.0328
59 H 3.1907 -0.9950 1.5731
60 H -11.3662 -4.8021 0.8388
61 H -10.0934 0.9263 1.4368
62 H -8.4855 -0.2114 -3.0407
63 O -10.7955 -5.4885 -1.6382
64 H -12.4844 1.8965 1.3795
65 P -11.9298 -0.9105 1.9765
66 H -8.8105 -6.9208 -1.7027
67 C 8.4473 2.9847 -2.2954
68 H -14.8086 -4.8414 1.4817
69 H 13.7425 -3.4980 -0.7492
70 O -14.7049 -4.0346 0.9624
71 C -11.9613 -3.8998 0.7391
72 H -14.6693 -3.0126 -1.2380
73 C 10.7261 1.4126 -2.0943
74 H 1.4200 -2.4879 -1.2041
75 H 11.6176 -4.2556 0.2638
76 N -9.1109 -4.3110 -2.6569
77 H -11.4467 3.3238 1.2238
78 H 13.8831 -1.2647 -1.8018
79 C -8.7829 -2.9716 -2.7837
80 C 10.7974 2.6633 -2.6952
81 C 12.8731 -2.8545 -0.7714
82 C 12.9559 -1.6058 -1.3631
83 C -10.3254 -3.1917 -1.0457
84 C 9.5121 0.9559 -1.5783
85 C -9.3857 -0.9460 -1.2556
86 O 10.7476 6.2173 0.0265
87 H -1.7041 -1.4723 -0.5584
88 H -0.2000 -0.6604 0.9480
89 H -7.2890 -4.9533 -3.4453
90 C -10.1507 -4.5002 -1.7472
91 H 5.2728 -0.1854 1.4619
92 H 7.4318 1.3831 -1.2930
93 C -3.6054 0.0429 -1.7257
94 H -3.7093 -0.9981 -1.4256
95 H -10.0902 -2.1426 2.9457
96 C 11.7422 6.7086 3.4626
97 H -4.9118 0.5548 -0.1089
98 C -11.1095 1.8269 -0.2867
99 H 6.9655 -1.4297 2.5405
100 C -11.0844 -1.8889 3.3077
101 C -11.0043 -1.4922 0.5058
102 C 9.1798 2.6667 1.5658
103 O -13.7425 -3.2853 -1.2293
104 H -0.7199 -0.9093 -1.9020
105 C -7.9234 -6.3297 -1.9074
106 H 12.1184 8.2417 0.4649
107 H 10.1134 3.1288 4.7923
108 H -3.6178 0.0958 -2.8114
109 C 11.9537 0.5685 -2.0241
110 H 2.0286 0.2230 -0.0300
111 H -1.7881 1.1826 -1.9983
112 H 13.3313 9.8551 1.8941
113 C 9.6610 3.4472 -2.7953
114 O -8.1032 -2.5120 -3.6473
115 C -11.9967 2.5626 0.6776
116 H -6.6914 -5.1549 -0.7312
117 H 6.3910 -2.9572 1.8605
118 C -4.7339 0.8832 -1.1303
119 C -7.0174 -0.1995 -1.4522
120 C 9.4164 -0.3623 -0.8937
121 H -4.3925 1.9172 -1.1099
122 H -10.9687 -1.2725 4.1905
123 P -13.5197 -4.3544 -0.0796
124 H 12.4851 7.4409 5.3293
125 H -7.1511 -7.0393 -2.2118
126 C 5.2942 -1.2343 1.1738
127 H -12.7788 3.0632 0.1102
128 C 1.3123 -0.4212 -0.5416
129 H 1.4223 -2.2482 0.5617
130 H 1.3635 -0.1313 -1.5922
131 C -8.4460 -0.0086 -1.9765
132 H 11.7440 3.0145 -3.0812
133 H 8.9592 1.4859 3.3458
134 C -6.0429 0.8506 -1.9469
135 C -0.0946 -0.1592 -0.0128
136 C -9.5001 -2.2699 -1.6700
137 C 10.6351 -1.2158 -0.8416